[1]
# C26H43F3HfO2P2

A molecular structure, C26H43F3HfO2P2 in a non-equilibrium geometry (wB97M-V/def2-TZVPD, OMol25).

XYZ file:
```
77
Properties=species:S:1:pos:R:3:forces:R:3:mulliken_charge:R:1
Hf 0.00641 0.20889 1.62365 -1.4 2.1 3.7 0.89
C 0.84643 0.24677 4.26545 -0.1 0.4 -0.6 0.45
C 1.82008 0.67502 3.28886 -0.4 0.7 -0.6 1.13
C 0.07829 2.19999 3.30800 0.8 -0.2 0.0 0.44
C -0.16772 1.23458 4.33070 0.3 -0.4 -0.8 0.98
C 1.34526 1.89752 2.67729 -0.1 -0.6 0.6 0.58
C 0.91090 -0.94111 5.15924 0.0 -0.5 0.0 -1.83
H 1.67996 -1.66083 4.85350 -0.1 0.2 0.1 0.39
H -0.05387 -1.46962 5.14961 0.2 0.2 0.2 0.26
H 1.12410 -0.65368 6.20149 -0.1 0.0 -0.3 0.43
C -1.23467 1.28830 5.35403 -0.7 -0.1 0.1 -1.38
H -1.79421 0.34651 5.38472 0.2 0.3 0.2 0.27
H -1.94493 2.08906 5.13474 0.1 -0.1 0.1 0.41
H -0.82840 1.47767 6.36058 0.0 -0.1 -0.4 0.33
C -0.71864 3.43870 3.10803 -0.6 0.1 -0.4 -1.96
H -0.36669 4.26917 3.74233 0.0 -0.4 -0.2 0.34
H -1.77382 3.24911 3.34951 0.3 0.2 -0.1 0.52
H -0.66736 3.77621 2.06514 0.0 0.1 0.2 0.33
C 2.19259 2.85872 1.89187 0.1 0.2 -0.4 -1.39
H 2.69064 3.58990 2.55506 -0.3 -0.3 -0.2 0.35
H 1.58875 3.42585 1.16637 0.3 -0.1 0.2 0.36
H 2.98284 2.32742 1.33955 -0.2 0.3 0.1 0.37
C 3.25230 0.28185 3.27218 0.5 -0.2 -0.1 -1.64
H 3.81367 0.90311 3.98876 -0.2 -0.2 -0.2 0.36
H 3.70014 0.44325 2.28423 0.0 -0.1 0.3 0.30
H 3.38869 -0.76651 3.55274 0.1 0.2 0.0 0.43
C 0.20829 -2.07483 1.47111 2.3 -1.8 -0.4 0.05
C 1.57152 -1.81782 1.67855 -1.1 -2.8 0.0 -0.43
C 2.62002 -1.84879 0.59477 0.8 0.9 0.1 -1.19
C 2.27189 -1.11132 -0.72574 0.4 -0.9 0.3 -0.63
C 1.36857 0.10017 -0.56052 -1.3 0.1 -2.4 -0.11
C -0.01663 0.09065 -0.77656 1.7 -0.7 -1.1 -0.53
C -0.93498 -1.11706 -0.68821 -0.2 0.1 0.7 1.16
C -0.39394 -2.33905 0.08505 -0.4 -0.5 -0.1 -1.53
H 2.89964 -2.90450 0.37645 -0.5 0.4 0.3 0.49
H 1.85704 -1.84187 -1.44882 -0.2 0.7 0.4 -0.23
H 3.55476 -1.42821 1.00727 -0.4 -0.1 -0.1 0.37
H 0.31542 -2.88764 -0.55194 -0.1 0.2 0.4 0.25
H -0.32577 -2.57984 2.29218 0.1 0.9 0.1 0.89
H 1.96169 -2.06120 2.67561 -0.3 0.5 -0.3 0.73
H -1.24578 -3.02980 0.23672 0.4 0.4 0.0 0.73
H -1.90925 -0.79717 -0.25572 0.4 -0.1 -0.3 0.29
H -0.44092 0.92743 -1.35104 -0.1 0.6 0.7 0.72
H -1.21676 -1.45773 -1.71123 0.4 0.6 0.4 -1.62
H 3.22674 -0.79940 -1.19302 -0.6 0.2 0.3 0.64
H 1.86878 1.07163 -0.70301 -0.3 -0.3 0.2 0.65
P -0.65473 -1.20774 -3.90021 0.2 -0.4 -1.7 0.88
P -0.64463 1.71646 -4.13130 -0.1 0.6 -1.0 0.52
C -0.63018 -0.61960 -5.69539 0.1 -0.2 0.4 -0.84
C -1.16582 0.81116 -5.70665 -0.1 0.1 0.5 -1.04
H -1.25131 -1.30091 -6.30064 0.3 0.2 0.2 0.48
H 0.39783 -0.67611 -6.08684 -0.3 0.1 0.2 0.41
H -0.80919 1.40240 -6.56346 -0.1 -0.2 0.2 0.61
H -2.26749 0.82003 -5.73890 0.3 0.0 0.0 0.42
C -1.40444 3.31477 -4.61654 0.0 0.1 0.1 -1.19
H -0.99780 4.12094 -3.99904 -0.1 0.0 -0.1 0.40
H -2.48788 3.25792 -4.45474 0.2 0.1 0.0 0.36
H -1.21409 3.51761 -5.67665 0.0 0.1 0.2 0.38
C 1.12301 2.03500 -4.60635 0.0 -0.1 0.2 -1.18
H 1.20992 2.18068 -5.69486 0.0 0.0 0.4 0.40
H 1.76451 1.19488 -4.29974 -0.1 0.2 -0.2 0.27
H 1.47699 2.93974 -4.09009 -0.1 -0.3 -0.2 0.39
C -2.38857 -1.85473 -3.93843 0.1 -0.1 0.2 -1.51
H -2.60209 -2.39500 -3.00575 -0.2 0.0 -0.3 0.46
H -2.47248 -2.54352 -4.79032 -0.2 0.1 0.3 0.46
H -3.11911 -1.03894 -4.04456 0.3 -0.2 0.0 0.29
C 0.32259 -2.74630 -4.09993 -0.2 -0.3 0.1 -1.35
H 1.23486 -2.52670 -4.67153 -0.2 -0.1 0.2 0.36
H -0.27372 -3.50810 -4.61889 0.4 0.0 0.1 0.43
H 0.60696 -3.11301 -3.10234 0.0 -0.2 -0.3 0.29
F -4.64075 -2.24196 3.25487 1.2 0.6 -0.9 -0.22
C -3.77548 -1.77866 2.33108 -1.5 -0.6 -0.4 0.79
F -3.33826 -2.85490 1.60121 0.0 0.8 0.5 -0.23
F -4.46576 -0.97934 1.47963 0.9 -0.4 0.7 -0.25
C -2.53437 -1.08642 2.98508 -0.5 -0.8 2.0 0.28
O -2.27576 -1.36805 4.14245 0.0 0.5 -2.3 -0.54
O -1.83382 -0.30109 2.17936 -0.1 -0.2 -0.1 -0.98
```
Forces are in eV/Å.

HOMO energy (spin up / spin down), Eh: -0.46100 / -0.46097
Kohn-Sham gap (spin up / spin down), eV: 3.96 / 3.96
Net charge: +2

***

[2]
# C26H43GdN3O3P

A molecular structure, C26H43GdN3O3P in a non-equilibrium geometry (wB97M-V/def2-TZVPD, OMol25).

XYZ file:
```
77
Properties=species:S:1:pos:R:3:forces:R:3:mulliken_spin:R:1
C -0.81803 1.56299 -2.08169 -0.2 -0.2 -0.4 -0.01
N 0.40247 1.38879 -1.50255 -0.3 0.3 -0.9 0.07
C 1.36292 2.31251 -1.75758 0.2 0.0 0.3 -0.01
C 1.13506 3.45713 -2.51445 0.1 -0.2 0.1 0.00
C -0.15278 3.69327 -2.97844 0.1 -0.3 0.0 0.00
C -1.12453 2.72996 -2.75909 -0.1 0.1 0.0 0.00
Gd 0.97685 -0.42842 0.06028 0.1 -0.8 -0.2 6.55
C -0.06745 -2.81171 1.31691 -1.3 -2.1 1.5 0.01
O -0.57079 -3.68188 1.86305 1.3 2.1 -1.4 0.00
C 2.77583 2.02173 -1.23075 -0.5 0.3 0.0 0.00
N 2.75723 1.46808 0.15649 0.5 -0.5 -0.8 0.04
C 2.61937 2.58347 1.11799 0.1 -0.2 0.0 0.00
C 1.30731 3.32871 1.08630 -0.2 0.3 0.1 0.00
C -1.76625 0.38136 -2.31864 -0.5 -0.1 0.9 0.01
P -1.77124 -1.01484 -0.95793 -0.7 0.9 -1.6 0.10
C -2.34908 -2.40817 -2.13943 -0.1 -0.4 0.1 0.00
C -3.85800 -2.33442 -2.39038 -0.4 -0.2 -0.2 0.00
C -3.17623 -0.51474 0.31646 0.1 -0.2 -0.5 0.00
C -3.63533 -1.75720 1.09532 0.1 -0.3 0.1 0.00
C -2.59015 0.52523 1.28704 0.1 0.0 -0.1 0.01
C -4.36919 0.14191 -0.37968 -0.4 0.1 0.0 0.00
C -1.65410 -2.31589 -3.51682 0.1 0.0 -0.1 0.00
C -1.94889 -3.77783 -1.54306 0.0 0.0 -0.1 0.00
C 4.06566 0.78862 0.46986 0.2 0.5 -0.2 0.00
C 4.28278 -0.53223 -0.23294 0.0 -0.3 0.3 0.00
H 1.97164 4.13051 -2.72631 -0.4 -0.2 0.1 0.00
H -0.38284 4.57088 -3.56080 0.0 0.2 0.0 0.00
H -2.12368 2.80834 -3.17091 0.1 0.2 0.0 0.00
H -2.84579 0.61682 -2.52513 1.0 0.5 0.6 0.00
H -3.37511 0.83025 1.99816 0.2 -0.1 -0.2 0.00
H -1.74396 0.14524 1.87370 -0.1 0.0 -0.1 0.00
H -2.28496 1.43164 0.74727 0.1 -0.1 0.1 0.00
H -5.07081 0.50219 0.38652 0.2 -0.1 -0.1 0.00
H -4.05555 1.01244 -0.95924 -0.1 0.0 0.1 0.00
H -4.94189 -0.52173 -1.03281 0.2 0.1 0.2 0.00
H -4.31970 -1.47917 1.90934 0.1 0.2 -0.2 0.00
H -4.16911 -2.49588 0.48866 0.1 0.3 0.0 0.00
H -2.80826 -2.28908 1.57042 0.1 0.1 0.0 0.00
H -4.13461 -3.08516 -3.14525 0.2 0.1 0.2 0.00
H -4.47390 -2.55202 -1.51149 0.2 0.1 -0.2 0.00
H -4.16827 -1.36798 -2.80690 0.1 -0.2 0.1 0.00
H -1.86679 -1.40294 -4.08830 0.0 -0.4 0.2 0.00
H -0.56838 -2.43537 -3.40586 -0.2 0.1 -0.2 0.00
H -2.03818 -3.12153 -4.16210 0.2 0.0 0.4 0.00
H -2.44381 -4.00164 -0.58518 0.1 0.1 -0.3 0.00
H -2.22310 -4.56616 -2.27076 0.1 0.3 0.4 0.00
H -0.85573 -3.81500 -1.39802 -0.3 -0.1 0.0 0.00
H 3.22547 1.33899 -1.97398 0.0 0.1 0.6 0.00
H 3.35894 2.96421 -1.24367 -0.1 -0.4 -0.1 0.00
H 2.79743 2.15848 2.10972 -0.1 0.1 -0.1 0.00
H 3.43917 3.28312 0.90703 0.0 0.0 0.2 0.00
H 4.07316 0.62402 1.55167 0.1 0.1 -0.1 0.00
H 4.89515 1.47796 0.23030 -0.3 0.0 0.1 0.00
H 5.32414 -0.85723 -0.15364 -0.1 0.3 0.0 0.00
H 3.67516 -1.32032 0.22976 0.4 0.2 -0.2 0.00
H 4.01138 -0.50174 -1.29047 0.2 0.0 0.1 0.00
H 1.32900 4.05546 1.90046 0.0 0.1 -0.1 0.00
H 1.16999 3.88669 0.15776 0.0 0.0 0.2 0.00
H 0.42954 2.70015 1.25565 0.1 -0.2 -0.1 0.00
C 2.12694 -2.93441 -1.82261 -0.8 -0.6 -0.4 -0.01
H 3.08511 -3.10725 -2.36865 -0.2 1.0 0.7 0.01
H 1.37879 -2.56856 -2.56100 0.5 -0.5 0.1 0.01
H 1.87724 -3.98177 -1.53466 -0.3 0.7 0.1 0.00
O 2.08839 -2.05059 -0.71200 -0.2 -0.5 -0.6 0.16
H -1.49083 0.04700 -3.33987 0.4 -0.3 1.1 0.00
O 0.85678 0.02018 2.23300 0.2 -0.1 2.3 0.04
N 1.19080 0.20252 3.55723 -0.1 0.4 -0.8 -0.01
C 2.22259 -0.51934 4.09394 -0.3 0.7 -0.2 0.00
C 2.78654 -0.10183 5.30095 -0.5 -0.2 -0.2 0.00
C 2.22037 0.99817 5.97523 0.4 -0.2 -0.4 0.00
C 1.13025 1.68782 5.41825 0.0 -0.6 0.1 0.00
C 0.57253 1.22777 4.22363 0.9 -0.1 0.1 0.00
H 2.56996 -1.36976 3.48727 -0.1 0.7 0.3 0.00
H 3.66266 -0.65873 5.67235 -0.7 0.4 0.0 0.00
H 2.67079 1.31129 6.92161 -0.3 0.0 -0.4 0.00
H 0.71703 2.57512 5.91841 0.1 -0.6 -0.3 0.00
H -0.30511 1.69147 3.76505 0.5 -0.3 -0.1 0.00
```
Forces are in eV/Å.

HOMO energy (spin up / spin down), Eh: -0.54191 / -0.53081
Kohn-Sham gap (spin up / spin down), eV: 8.95 / 6.31
Net charge: +2
2S+1: 8

***

[3]
# C26H43N3O4

2 unconnected molecules or ions with the total composition C26H43N3O4 in a non-equilibrium geometry (wB97M-V/def2-TZVPD, OMol25).

XYZ file:
```
76
Properties=species:S:1:pos:R:3:forces:R:3:mulliken_charge:R:1
C -0.05196 -6.95335 3.15182 -0.4 0.1 0.5 -0.85
C -1.20929 -5.87286 2.66705 0.6 0.4 0.2 -0.40
C -0.55057 -4.34258 2.80027 -0.9 -0.8 -0.3 -0.53
C -0.72977 -3.82034 4.34509 -0.3 0.8 0.0 -0.56
C -1.83148 -2.58322 4.48862 0.9 0.1 -0.8 -0.43
C -1.07899 -1.24557 3.82418 -0.2 -0.6 0.5 -0.40
C -1.90112 0.14153 4.12737 0.1 0.0 0.7 -0.63
C -3.33084 0.28591 3.33805 -0.1 0.2 0.2 -0.60
C -3.22945 0.13484 1.70675 -1.0 -0.1 -0.3 -0.46
C -3.37228 1.54810 0.88134 0.5 0.1 -0.6 -0.50
C -1.96364 2.37296 0.68306 -0.2 -0.2 -0.1 -0.45
C -2.07967 3.49947 -0.54724 0.6 -1.2 0.6 -0.42
C -1.31393 2.81854 -1.83833 2.0 -0.9 -3.3 -0.07
N -1.77599 1.63619 -2.70935 5.0 3.3 -0.3 -0.05
C -0.70521 1.36489 -3.74840 3.5 3.2 0.0 -0.17
C -0.60694 0.26253 -4.96367 -0.7 -0.6 0.5 0.44
C -1.11845 -1.18306 -4.30357 -0.4 1.1 0.3 -0.99
C 0.88440 0.15909 -5.65085 0.7 -0.1 -0.2 -0.72
C 2.01787 -0.57947 -4.72450 0.5 0.2 0.3 -0.88
C 0.54270 2.42248 -3.58965 -7.3 -2.9 2.2 -0.44
N 0.01761 3.23270 -2.42521 -0.5 -2.1 -0.6 0.29
C 0.97863 4.36101 -2.05312 -0.5 2.8 -0.5 -0.50
O 2.39031 3.93372 -2.06365 -0.5 2.1 0.5 -0.28
C 3.31404 5.05854 -1.84864 3.2 3.4 1.6 0.31
C 4.31191 4.94763 -0.51681 0.2 2.3 -1.3 -0.20
C 5.42547 6.07174 -0.08744 -2.8 0.2 -3.9 -0.32
C 5.59724 7.39541 -1.05714 -3.0 -3.3 -0.7 -0.36
C 4.61444 7.54137 -2.39177 0.3 -2.7 2.7 -0.40
C 3.46514 6.39652 -2.78390 2.1 -0.7 3.0 -0.23
H 0.77276 -6.32998 3.70074 -1.4 -1.3 -0.9 0.24
H -0.49133 -7.73112 3.93234 1.0 1.6 -1.9 0.27
H 0.45041 -7.53418 2.26808 -1.1 1.0 1.7 0.23
H -2.14548 -5.87638 3.39377 1.9 -0.1 -1.6 0.23
H -1.59600 -6.08695 1.56415 0.9 0.5 2.4 0.29
H -1.17155 -3.68595 2.02353 1.5 -1.0 1.7 0.15
H 0.60158 -4.37563 2.52962 -2.5 0.1 0.3 0.29
H 0.30843 -3.36607 4.70227 -2.2 -1.2 -0.4 0.26
H -1.09820 -4.70649 5.02478 1.1 1.7 -1.3 0.35
H -2.14838 -2.39716 5.61906 0.7 -0.4 -2.4 0.29
H -2.78597 -2.84599 3.84101 1.8 0.5 1.4 0.19
H 0.02691 -1.18203 4.26902 -2.5 0.0 -0.8 0.35
H -0.94611 -1.50374 2.68641 -0.3 0.8 2.1 0.07
H -1.19982 1.08867 3.97156 -1.5 -1.9 0.0 0.19
H -2.15019 0.13386 5.29413 0.5 0.0 -2.5 0.32
H -3.82015 1.34566 3.56846 1.1 -2.2 -0.4 0.32
H -4.09683 -0.50818 3.79048 1.8 1.6 -1.2 0.32
H -4.15024 -0.53862 1.37082 2.0 1.4 0.6 0.30
H -2.26404 -0.41366 1.33404 -1.8 1.0 0.9 0.17
H -3.75224 1.26359 -0.21360 0.6 0.7 2.3 0.18
H -4.12887 2.30371 1.39356 1.4 -1.8 -1.1 0.27
H -1.70852 2.93657 1.67899 -0.3 -1.1 -2.0 0.32
H -1.08877 1.65015 0.37645 -1.7 1.3 0.9 0.29
H -1.50858 4.45323 -0.16019 -1.2 -1.8 -1.4 0.26
H -3.22960 3.70578 -0.72615 2.6 -0.3 -0.1 0.38
H -2.67364 1.10332 -2.61896 1.3 0.9 0.0 0.35
H -1.35719 0.53690 -5.82405 1.4 -0.3 1.8 0.38
H -1.10536 -1.03732 -3.11863 0.1 -0.7 -2.6 0.25
H -0.44931 -2.08679 -4.63006 -1.5 1.8 0.7 0.31
H -2.24460 -1.28977 -4.63508 2.4 -0.2 0.7 0.26
H 1.33455 1.21281 -5.97537 -1.3 -2.1 0.7 0.30
H 0.80338 -0.45664 -6.67004 -0.1 1.4 2.3 0.34
H 2.00858 -1.75443 -4.79814 -0.2 2.4 0.1 0.32
H 3.08987 -0.22266 -5.08124 -2.3 -0.8 0.7 0.29
H 1.92176 -0.28257 -3.58137 0.1 -0.6 -2.4 0.25
H 1.53713 2.51368 -4.20054 -2.3 0.1 1.8 0.24
H 0.87163 5.16456 -2.92904 0.1 -1.8 1.9 0.28
H 0.67122 4.92952 -1.06862 0.7 -1.6 -1.7 0.29
H 4.20305 3.99379 0.18639 0.2 2.3 -1.8 0.26
H 6.05456 5.88145 0.89716 -1.5 0.5 -2.4 0.29
H 6.40355 8.20180 -0.75778 -2.0 -1.8 -0.9 0.30
H 4.79945 8.52039 -3.04423 -0.7 -2.6 1.4 0.27
H 2.76933 6.55207 -3.72527 1.7 -0.3 2.2 0.25
N 1.99319 -10.07100 2.40775 0.2 -0.1 0.2 0.93
O 1.19006 -10.11887 3.35429 -0.4 0.0 0.4 -0.62
O 1.58554 -9.83328 1.25873 -0.3 0.3 -0.6 -0.65
O 3.20387 -10.26081 2.61037 0.4 0.0 0.0 -0.66
```
Forces are in eV/Å.

HOMO energy, Eh: -0.18979
Kohn-Sham gap, eV: 2.89